No. 1
{"formula": "C5H36O15S", "method": "wB97M-V/def2-TZVPD", "symbols": ["O", "C", "O", "C", "C", "C", "S", "C", "H", "H", "H", "H", "H", "H", "H", "H", "H", "H", "H", "H", "O", "H", "H", "O", "H", "H", "O", "H", "H", "O", "H", "H", "O", "H", "H", "O", "H", "H", "O", "H", "H", "O", "H", "H", "O", "H", "H", "O", "H", "H", "O", "H", "H", "O", "H", "H", "O"], "xyz": [[3.374, -2.016, -0.574], [2.360, -1.324, -0.773], [2.271, -0.005, -1.142], [1.021, -1.891, -0.654], [-0.204, -1.049, -0.445], [-0.159, -0.189, 0.785], [0.744, -0.845, 2.289], [2.653, -0.680, 2.157], [2.992, 0.528, -1.024], [0.840, -2.615, -1.509], [1.184, -2.689, 0.250], [-1.163, -1.804, -0.277], [-0.504, -0.397, -1.313], [0.277, 0.807, 0.646], [-1.244, -0.193, 1.199], [3.007, -1.085, 1.228], [2.986, 0.234, 2.286], [2.969, -1.218, 3.010], [-0.530, 4.098, -1.085], [0.921, 4.428, -1.557], [-0.009, 4.232, -1.712], [-4.006, 1.794, 2.838], [-2.988, 1.459, 4.000], [-3.817, 1.247, 3.571], [-2.888, 1.707, 0.789], [-3.733, 2.929, 0.459], [-3.234, 2.533, 1.121], [-3.854, -1.822, -1.772], [-2.655, -0.855, -1.410], [-3.284, -1.115, -2.039], [2.703, -3.848, -0.719], [2.538, -4.386, 0.739], [2.274, -4.594, -0.224], [-4.210, -2.698, 1.544], [-3.841, -3.946, 0.619], [-4.411, -3.170, 0.780], [3.115, 2.429, -2.757], [3.497, 1.393, -3.928], [3.009, 1.620, -3.234], [0.323, 2.632, -2.360], [0.896, 1.227, -2.010], [0.028, 1.734, -2.034], [-3.020, 1.749, -2.982], [-1.853, 2.617, -3.130], [-2.631, 2.558, -2.639], [-1.003, 1.121, -0.419], [-2.076, 1.894, -1.273], [-1.960, 1.140, -0.503], [4.867, 0.273, -0.129], [4.993, 1.558, 0.802], [4.675, 1.154, 0.022], [-0.276, 3.959, 1.645], [-1.575, 3.252, 0.937], [-0.691, 3.574, 0.905], [0.005, -3.761, 2.918], [-1.326, -4.294, 3.109], [-0.756, -4.161, 2.403]], "lumo_ev": [-3.34, -8.12], "spin_multiplicity": 2, "homo_ha": [-0.490, -0.490], "charge": 1, "energy_ha": -1738.43092, "s2": 0.75}

No. 2
{"formula": "C5H37N3O11", "method": "wB97M-V/def2-TZVPD", "symbols": ["C", "N", "C", "C", "C", "N", "C", "N", "H", "H", "H", "H", "H", "H", "H", "H", "H", "H", "H", "H", "H", "H", "H", "O", "H", "H", "O", "H", "H", "O", "H", "H", "O", "H", "H", "O", "H", "H", "O", "H", "H", "O", "H", "H", "O", "H", "H", "O", "H", "H", "O", "H", "H", "O", "H", "H"], "xyz": [[3.066, -0.957, 1.435], [1.715, -0.368, 1.445], [0.743, -1.085, 2.296], [1.156, -1.143, 3.763], [-0.622, -0.362, 2.209], [-1.148, -0.158, 0.849], [-1.389, -1.447, 0.133], [-2.379, -1.213, -0.954], [3.566, -0.861, 2.408], [3.652, -0.456, 0.696], [3.031, -2.087, 1.235], [1.687, 0.589, 1.725], [0.645, -2.138, 1.899], [0.411, -1.661, 4.372], [2.091, -1.684, 3.927], [1.298, -0.117, 4.255], [-0.530, 0.640, 2.683], [-1.386, -0.959, 2.830], [-0.491, 0.444, 0.327], [-1.766, -2.221, 0.817], [-0.452, -1.837, -0.404], [-3.301, -1.433, -0.705], [-2.364, -0.256, -1.271], [-1.378, 1.330, -2.782], [-1.372, 1.666, -3.687], [-2.309, 1.457, -2.439], [-1.162, 3.658, 0.794], [-0.713, 3.344, -0.032], [-0.552, 3.447, 1.510], [0.262, -3.954, 0.610], [0.374, -4.887, 0.815], [1.054, -3.779, 0.135], [1.176, 2.575, 1.546], [1.808, 3.345, 1.452], [0.920, 2.328, 0.623], [-3.189, 1.912, 0.842], [-2.702, 1.058, 1.018], [-2.585, 2.588, 0.890], [2.574, 1.493, -2.232], [3.466, 1.624, -1.873], [2.331, 0.595, -2.003], [2.478, -3.413, -0.804], [2.302, -2.479, -1.024], [2.559, -3.870, -1.650], [-0.385, -1.169, -2.995], [-1.012, -1.719, -2.559], [-0.718, -0.281, -2.945], [0.361, 2.292, -0.997], [1.200, 2.152, -1.449], [-0.323, 1.952, -1.585], [-3.728, 1.818, -1.685], [-4.157, 2.587, -1.975], [-3.501, 1.824, -0.687], [1.782, -0.917, -1.436], [1.480, -0.738, -0.566], [0.991, -1.043, -2.038]], "lumo_ev": 0.35, "homo_ha": -0.335, "energy_ha": -1204.65167, "relative_energy_kj_mol": 9.9}

No. 3
{"formula": "C5H37NO15", "method": "wB97M-V/def2-TZVPD", "symbols": ["C", "C", "N", "C", "C", "C", "H", "H", "H", "H", "H", "H", "H", "H", "H", "O", "H", "H", "O", "H", "H", "O", "H", "H", "O", "H", "H", "O", "H", "H", "O", "H", "H", "O", "H", "H", "O", "H", "H", "O", "H", "H", "O", "H", "H", "O", "H", "H", "O", "H", "H", "O", "H", "H", "O", "H", "H", "O"], "xyz": [[3.038, 0.365, -2.752], [2.859, -0.991, -2.511], [1.765, -1.301, -1.780], [1.208, -0.080, -1.435], [1.933, 0.923, -1.982], [-0.036, 0.034, -0.631], [3.832, 0.732, -3.374], [3.393, -1.729, -3.099], [1.387, -2.166, -1.446], [1.650, 1.953, -2.073], [-0.915, -0.355, -1.137], [0.065, -0.371, 0.357], [-0.287, 1.095, -0.516], [-1.267, 2.331, 3.306], [0.054, 2.040, 3.997], [-0.807, 1.647, 3.835], [-4.097, 1.126, -0.314], [-4.330, 2.675, 0.074], [-3.689, 2.021, -0.228], [-3.176, -4.138, -0.726], [-1.658, -3.624, -0.421], [-2.543, -3.407, -0.763], [3.842, 0.981, 0.465], [2.219, 1.325, 0.459], [2.975, 0.905, 0.910], [-1.125, 1.947, 1.296], [-2.597, 2.332, 0.858], [-1.822, 2.625, 1.432], [-2.617, 2.670, -2.686], [-2.255, 2.785, -1.120], [-1.972, 2.967, -2.029], [-0.846, -0.944, 1.506], [-0.764, 0.053, 2.632], [-1.390, -0.366, 2.021], [0.718, 3.380, -0.215], [2.186, 3.792, -0.519], [1.639, 3.075, -0.186], [-4.163, -1.013, -1.962], [-4.353, -0.933, -0.499], [-4.437, -0.352, -1.276], [-2.758, -2.570, 1.326], [-3.090, -1.339, 2.101], [-3.523, -2.087, 1.650], [4.723, -0.406, -1.365], [3.944, -1.031, -0.180], [4.609, -0.375, -0.415], [2.452, -1.409, 2.604], [2.773, -0.621, 1.230], [2.640, -1.521, 1.660], [-1.950, -1.389, -3.396], [-2.539, -2.279, -2.205], [-2.744, -1.784, -3.032], [1.351, -2.640, 1.267], [1.728, -3.680, 0.157], [1.021, -3.400, 0.743], [2.318, 1.256, 4.074], [2.881, 0.799, 2.726], [2.550, 0.473, 3.584]], "lumo_ev": 0.08, "homo_ha": -0.311, "energy_ha": -1396.04611, "relative_energy_kj_mol": 382.3}